1.
{
  "formula": "C6H9NO",
  "method": "ωB97M-V/def2-TZVPD",
  "homo_lumo_gap_ev": 9.6,
  "smiles": "C1=C[C@H]2COC[C@@H]1N2",
  "total_charge": 0,
  "de_lowest_kj_mol": 547.7,
  "elements": ["O", "N", "C", "C", "C", "C", "C", "C", "H", "H", "H", "H", "H", "H", "H", "H", "H"],
  "coordinates": [[-0.1504, -1.4985, -0.5845], [-0.1075, -0.3449, 1.5371], [-1.1697, -0.4275, -0.7296], [-0.4823, 1.6059, 0.3043], [-1.1326, 0.3663, 0.6028], [1.1727, -0.9401, -0.6696], [1.0942, 0.0837, 0.6871], [0.7827, 1.4947, 0.1866], [-1.0690, 2.4886, 0.0757], [1.4777, -1.9271, -0.2849], [-0.0766, -1.2969, 1.2433], [1.4822, -0.6356, -1.8462], [1.8959, -0.3520, 1.4838], [1.5714, 2.0769, -0.5986], [-2.1384, 0.0947, 1.0352], [-2.2079, -0.8249, -0.8317], [-0.9425, 0.0368, -1.6109]]
}

2.
{
  "formula": "C57H79Br2FN2O23S",
  "method": "ωB97M-V/def2-TZVPD",
  "homo_lumo_gap_ev": 8.1,
  "smiles": "CC(=O)NCCCCc1c(S(C)(=O)=O)cc(C[C@H](C)F)c2c1C(=O)N(/C(Br)=C(\\C)Br)C2=O.O=C1CCCO1.O=C1CCCO1.O=C1CCCO1.O=C1CCCO1.O=C1CCCO1.O=C1CCCO1.O=C1CCCO1.O=C1CCCO1.O=C1CCCO1",
  "total_charge": 0,
  "elements": ["Br", "Br", "S", "F", "O", "O", "O", "O", "O", "O", "O", "O", "O", "O", "O", "O", "O", "O", "O", "O", "O", "O", "O", "O", "O", "O", "O", "N", "N", "C", "C", "C", "C", "C", "C", "C", "C", "C", "C", "C", "C", "C", "C", "C", "C", "C", "C", "C", "C", "C", "C", "C", "C", "C", "C", "C", "C", "C", "C", "C", "C", "C", "C", "C", "C", "C", "C", "C", "C", "C", "C", "C", "C", "C", "C", "C", "C", "C", "C", "C", "C", "C", "C", "C", "C", "C", "H", "H", "H", "H", "H", "H", "H", "H", "H", "H", "H", "H", "H", "H", "H", "H", "H", "H", "H", "H", "H", "H", "H", "H", "H", "H", "H", "H", "H", "H", "H", "H", "H", "H", "H", "H", "H", "H", "H", "H", "H", "H", "H", "H", "H", "H", "H", "H", "H", "H", "H", "H", "H", "H", "H", "H", "H", "H", "H", "H", "H", "H", "H", "H", "H", "H", "H", "H", "H", "H", "H", "H", "H", "H", "H", "H", "H", "H", "H"],
  "coordinates": [[-6.7986, 4.7148, 2.8028], [-4.3323, 3.5836, 4.6466], [-3.9431, -0.8717, -3.4140], [-6.2121, -4.3136, 2.6706], [4.8305, -2.3978, 9.7637], [11.2689, 3.0930, 2.5525], [5.6060, 2.0905, 2.0123], [-3.2970, 0.2233, -4.1415], [-8.2384, 0.3750, -5.2517], [-6.7902, 1.6717, -6.3921], [7.0287, 0.0551, 4.6415], [-6.5912, -4.2926, -1.6420], [-0.1030, -0.1346, -6.0008], [-2.0519, 2.1244, 1.6725], [7.9774, -0.8290, 6.4893], [3.7069, 1.0802, 1.3327], [3.5731, -1.4627, 8.1428], [10.0203, 4.0619, 0.9426], [-5.1389, -0.3687, 3.6825], [14.0005, 4.3979, 5.5122], [-3.2354, -2.1740, -3.5617], [-8.4158, -3.2127, -2.4055], [0.4193, -0.5038, -3.8340], [11.9552, 3.4456, 5.5101], [-5.6916, -4.1995, -7.0852], [1.0610, 3.5982, 0.0329], [-4.0974, -3.0835, -8.2357], [-4.0348, 1.4448, 2.6736], [0.1160, 3.4598, -2.1060], [3.8795, -2.4199, 8.7961], [-8.6972, -5.4729, -1.8167], [0.1561, -2.3106, -6.8349], [-6.3466, -2.2324, 1.3041], [-4.4081, -3.9233, -7.4386], [-4.6769, 0.1611, 2.7176], [0.0859, -2.3779, -5.3189], [-2.2851, 3.9380, -1.2988], [-5.4487, -3.2441, 2.1416], [-4.3665, -5.8851, -6.1376], [-7.9180, 0.9293, -6.2669], [0.1756, -0.9223, -4.9322], [13.4246, 6.5486, 4.7767], [-3.0680, 1.5048, 1.6009], [-4.2762, -3.8651, 1.2943], [11.4552, 1.7553, 3.0474], [-9.8659, -5.0344, -2.6834], [-4.7999, 2.6159, 2.9845], [-5.6522, -1.0058, -4.1030], [-0.8942, 4.4876, -1.7973], [14.5072, 5.7394, 5.4617], [10.3185, 3.0917, 1.5850], [10.1739, 1.0253, 2.7071], [3.3195, -3.8142, 8.6464], [-5.1092, -1.4308, -0.9236], [12.6448, 4.4196, 5.4144], [-2.3165, 1.3533, -1.5879], [5.7263, 0.0170, 4.0368], [3.7555, -4.4738, 9.9432], [-3.4536, -4.7848, -6.6523], [-2.8622, 2.7386, -2.1378], [-3.6596, 0.5760, 0.5033], [9.7448, 1.7041, 1.4179], [-5.3651, -1.3219, 0.5114], [-4.1429, -0.5808, -1.6355], [5.0305, -3.7244, 10.2730], [1.2414, 1.4468, -1.0392], [12.1587, 5.8344, 5.2175], [-4.6393, -0.2818, 1.2219], [5.9611, 3.3993, 2.4880], [-6.7572, 2.2831, -7.6911], [-6.2622, 2.4760, 0.8996], [-7.7550, -4.3010, -1.9402], [5.7075, -1.4282, 5.9058], [4.2865, 2.0716, 1.6807], [4.9139, 4.3295, 1.9120], [-3.3834, 0.4556, -0.9105], [-8.7033, 0.9501, -7.5560], [5.0985, -1.2722, 4.5228], [-5.8227, 3.1255, 2.2485], [-7.6638, 1.4303, -8.5546], [3.6814, 3.4415, 1.8612], [7.0408, -0.7381, 5.7457], [-5.6998, -5.1758, -6.0332], [-9.8095, -3.5253, -2.5614], [-0.4547, -0.9552, -7.1251], [0.7846, 2.9583, -0.9630], [3.0064, -4.2904, 10.7178], [3.0334, 3.6980, 1.0245], [-4.0384, -6.3248, -5.1959], [-6.0397, -2.0121, -3.7930], [-10.3486, -3.1581, -1.6845], [12.3273, 1.3186, 2.5517], [11.3837, 5.8786, 4.4548], [5.4165, -2.1024, 3.8859], [-2.2725, 3.7303, -0.1909], [0.9898, 0.8819, -0.1120], [1.2017, -2.3230, -7.1548], [-9.0738, -0.0424, -7.8045], [-3.9884, 2.7452, -2.1816], [-1.5447, -0.9974, -7.1976], [3.1244, 3.4639, 2.8003], [13.4472, 7.6066, 5.0383], [-0.8692, -2.7783, -4.9715], [-8.9854, -5.5880, -0.7697], [11.6371, 1.7840, 4.1183], [5.9506, 3.3870, 3.5819], [-0.5221, 5.1859, -0.9977], [8.6607, 1.7375, 1.3204], [-9.5307, 1.6556, -7.4564], [5.1266, -0.9071, 6.6668], [5.1965, 4.6227, 0.8975], [0.9153, -2.9455, -4.9014], [-0.2329, 2.7211, -2.7143], [2.3566, 1.4053, -1.1953], [-5.8202, -4.6570, -5.0778], [-2.6672, -5.1804, -7.2923], [5.9064, -4.1571, 9.7824], [5.2142, -3.6798, 11.3460], [-5.6788, -2.2072, -1.5049], [-7.1069, 0.5743, -8.9443], [-6.9253, -2.8303, 0.5540], [11.7844, 6.2169, 6.1693], [-5.7330, 2.2985, -8.0617], [-4.6187, -4.4053, 0.3784], [4.0088, -1.2473, 4.5218], [0.8075, 0.9406, -1.9495], [4.7772, 5.2384, 2.4979], [-8.2372, -6.3857, -2.1897], [15.4445, 5.7550, 4.9062], [5.8256, 0.0404, 2.9561], [10.3049, -0.0527, 2.6139], [-4.9528, -2.6732, 2.9733], [-0.0575, -0.5132, -8.0386], [-8.0841, 1.9708, -9.4025], [-4.4288, -6.6862, -6.8789], [14.6964, 6.0788, 6.4839], [-7.1155, 3.3119, -7.6006], [-7.1558, 3.0436, 0.5158], [-6.6380, 1.4351, 1.0892], [-6.5394, -5.8568, -6.1732], [-5.4821, 2.5001, 0.1023], [3.7749, -4.2880, 7.7741], [-1.0734, 5.1455, -2.6935], [-7.0158, -1.6419, 1.9870], [-10.8233, -5.4554, -2.3777], [-10.1989, -3.0266, -3.4482], [-9.6845, -5.3297, -3.7202], [-0.3579, -3.1305, -7.3372], [10.1954, 1.2365, 0.5399], [-1.5636, 1.6032, -0.7864], [-3.0193, 4.7911, -1.4158], [-3.4577, -3.1227, 1.0868], [-5.6210, -0.9086, -5.2204], [2.2361, -3.7921, 8.5484], [-6.2758, -0.2169, -3.6209], [-2.5344, 2.8415, -3.2133], [5.1670, 0.8990, 4.3601], [6.9658, 3.6518, 2.1478], [-1.7397, 0.8234, -2.3950], [-3.7955, -4.6411, 1.9590], [9.4257, 1.2072, 3.4828], [-3.0301, -4.1928, -5.8372], [5.8388, -2.4756, 6.1730], [3.8978, -5.5516, 9.8631], [13.5320, 6.4680, 3.6920]]
}

3.
{
  "formula": "CH10N6O",
  "method": "ωB97M-V/def2-TZVPD",
  "homo_lumo_gap_ev": [8.3, 8.3],
  "total_charge": 0,
  "de_lowest_kj_mol": 527.3,
  "elements": ["O", "N", "N", "N", "N", "N", "N", "C", "H", "H", "H", "H", "H", "H", "H", "H", "H", "H"],
  "coordinates": [[-1.8535, -0.6638, -0.3996], [-2.6855, -0.5992, 0.7196], [1.9024, 0.9000, -0.3129], [-0.3125, 0.6388, 1.3379], [0.4788, -0.3978, -0.5994], [2.7801, 0.3577, 0.5671], [0.3807, -0.6116, -1.9535], [-0.3413, 0.5293, -0.0455], [2.2611, 0.7452, -1.2563], [-3.6748, -0.4970, 0.4907], [3.0092, -0.6228, 0.4029], [-0.6914, -0.2245, 1.7468], [-2.6520, -1.4428, 1.2945], [0.2138, -1.5952, -2.1177], [2.4736, 0.5031, 1.5231], [-0.6253, 1.4217, -0.6124], [-0.3220, -0.0435, -2.4246], [-0.3415, 1.6024, 1.6392]]
}

4.
{
  "formula": "C2HClO3S",
  "method": "ωB97M-V/def2-TZVPD",
  "homo_lumo_gap_ev": [7.1, 7.8],
  "total_charge": 0,
  "de_lowest_kj_mol": 261.7,
  "elements": ["Cl", "S", "O", "O", "O", "C", "C", "H"],
  "coordinates": [[-2.1807, 0.6858, 0.9967], [-0.5846, -0.7047, -0.9036], [1.7535, -0.1976, -0.6030], [-0.3542, -1.3340, 0.4270], [-1.4668, 1.8963, -1.2229], [-1.3817, 0.8923, -0.5721], [1.8553, -0.4941, 0.5074], [2.3591, -0.7440, 1.3704]]
}

5.
{
  "formula": "C2HCl3S",
  "method": "ωB97M-V/def2-TZVPD",
  "homo_lumo_gap_ev": [8.0, 7.9],
  "total_charge": 0,
  "de_lowest_kj_mol": 242.2,
  "elements": ["Cl", "Cl", "Cl", "S", "C", "C", "H"],
  "coordinates": [[1.2299, 2.1346, 0.0370], [-1.5547, 1.2451, -0.0286], [-1.1541, -1.8042, 0.8925], [0.4538, -0.5792, -1.3722], [-0.0216, 0.9782, -0.7078], [0.2204, -1.1658, 0.2501], [0.8263, -0.8087, 0.9289]]
}

6.
{
  "formula": "C31H36BN7O5S2Ti",
  "method": "ωB97M-V/def2-TZVPD",
  "homo_lumo_gap_ev": [5.2, 6.5],
  "spin_multiplicity": 2,
  "total_charge": -1,
  "de_lowest_kj_mol": 113.9,
  "elements": ["Ti", "S", "S", "O", "O", "O", "O", "O", "N", "N", "N", "N", "N", "N", "N", "C", "C", "C", "C", "C", "C", "C", "C", "C", "C", "C", "C", "C", "C", "C", "C", "C", "C", "C", "C", "C", "C", "C", "C", "C", "C", "C", "C", "C", "C", "C", "B", "H", "H", "H", "H", "H", "H", "H", "H", "H", "H", "H", "H", "H", "H", "H", "H", "H", "H", "H", "H", "H", "H", "H", "H", "H", "H", "H", "H", "H", "H", "H", "H", "H", "H", "H", "H"],
  "coordinates": [[-0.7516, -0.0788, -0.2454], [6.6207, -4.1404, 3.4363], [1.1105, -1.7255, -1.8926], [-1.1740, 0.0857, -2.0143], [8.2947, -2.2464, 2.5778], [-1.5477, 3.0126, -0.2803], [-3.2282, 1.6600, 0.4136], [-2.2707, 0.5944, -3.8571], [-2.0200, -1.9406, -0.6167], [0.9011, 1.3641, -1.1180], [0.8455, 2.4551, 1.6616], [-3.8095, -3.1158, 0.0849], [-3.4909, -3.3957, -1.2019], [-3.1431, -1.1620, 3.9551], [-1.6738, -0.5825, 1.5770], [-1.4386, 0.0417, 2.7634], [5.1706, -1.8082, 2.9373], [3.0424, -3.2109, 1.8265], [-1.4217, -0.0716, -3.2790], [7.9077, -3.3583, 2.3796], [1.0831, -2.7663, -4.3742], [-2.6094, 3.8972, 0.1006], [-2.1370, -0.2387, 3.8993], [8.3683, -4.2578, 1.2732], [-2.8902, -2.2212, 0.4100], [-0.4607, -2.2840, -6.1502], [-0.6414, -1.1164, -4.0217], [5.2155, -3.1936, 2.8463], [-2.2185, 4.5042, 1.4508], [-2.6839, -1.5249, 1.6361], [-3.8403, 2.9388, 0.2000], [-2.7312, 5.0003, -0.9402], [1.9861, 2.1258, -0.5046], [-1.0704, -1.3590, -5.3327], [1.5041, 3.1254, 0.5453], [-2.4345, -2.6882, -1.6077], [-4.7787, 3.2279, 1.3628], [0.4623, -1.8431, -3.4995], [4.0677, -1.1270, 2.4513], [2.9835, -1.8143, 1.8945], [0.6357, -2.9928, -5.6547], [-3.3814, -1.7782, 2.8127], [0.8746, -0.5522, 0.9192], [4.1517, -3.8949, 2.2882], [-4.6293, 2.8502, -1.1061], [1.8431, -1.1282, 1.3866], [-1.8982, 1.7077, 0.0374], [0.3170, 1.9659, -1.6901], [-5.6375, 2.5590, 1.3046], [5.9991, -1.2654, 3.3668], [4.0350, -0.0465, 2.5074], [2.2107, -3.7438, 1.3858], [2.6602, 1.4082, -0.0298], [-2.9675, 5.2123, 1.8070], [-0.8236, -2.4483, -7.1571], [-1.9169, -0.7835, -5.6849], [-3.9695, 2.5671, -1.9279], [-5.1340, 4.2599, 1.3276], [-1.8288, 5.6129, -0.9178], [7.5418, -4.3664, 0.5682], [-1.2663, 5.0238, 1.3314], [-3.5920, 5.6374, -0.7272], [-4.2760, 3.0475, 2.3120], [-0.6497, 0.7814, 2.7577], [2.3757, 3.7182, 0.8607], [1.1341, -3.7256, -6.2800], [-5.1252, 3.7938, -1.3383], [0.6523, 3.1031, 2.4150], [1.9379, -3.3048, -3.9850], [-4.0357, -4.0597, -1.7183], [-1.9114, 0.2671, 4.8296], [4.2021, -4.9739, 2.2190], [1.2725, 0.6125, -1.7030], [1.4111, 1.6916, 2.0148], [9.2339, -3.8364, 0.7631], [-2.0055, -2.7463, -2.5964], [2.5545, 2.6807, -1.2593], [-4.1633, -2.5312, 2.8063], [0.7769, 3.7995, 0.0875], [8.5899, -5.2470, 1.6716], [-2.0785, 3.7130, 2.1892], [-5.3849, 2.0709, -1.0022], [-2.8321, 4.5794, -1.9388]]
}

7.
{
  "formula": "C28H52Cl2F5N2O3P2Si4TaTe",
  "method": "ωB97M-V/def2-TZVPD",
  "homo_lumo_gap_ev": [4.2, 3.3],
  "total_charge": 0,
  "de_lowest_kj_mol": 44.2,
  "elements": ["Ta", "Te", "Cl", "Cl", "P", "P", "Si", "Si", "Si", "Si", "F", "F", "F", "F", "F", "O", "O", "O", "N", "N", "C", "C", "C", "C", "C", "C", "C", "C", "C", "C", "C", "C", "C", "C", "C", "C", "C", "C", "C", "C", "C", "C", "C", "C", "C", "C", "C", "C", "H", "H", "H", "H", "H", "H", "H", "H", "H", "H", "H", "H", "H", "H", "H", "H", "H", "H", "H", "H", "H", "H", "H", "H", "H", "H", "H", "H", "H", "H", "H", "H", "H", "H", "H", "H", "H", "H", "H", "H", "H", "H", "H", "H", "H", "H", "H", "H", "H", "H", "H", "H"],
  "coordinates": [[-0.0747, -2.5844, -0.6295], [-1.1643, 4.1655, 2.9930], [-1.6601, -4.1518, -1.1007], [1.8758, -1.3927, -0.7908], [-2.4308, -0.2462, -1.8026], [2.4775, 1.4112, 0.9649], [-1.7211, 2.9403, -1.1214], [-2.3974, -1.1824, 1.2691], [0.3778, -0.8670, 2.4511], [1.2176, 3.7988, -0.2428], [-2.6436, 5.3108, 2.3461], [0.0894, 5.7017, 3.0084], [0.2165, 3.0237, 3.9109], [-2.5146, 2.7550, 3.4008], [-1.5899, 4.7566, 4.7344], [-1.1139, -1.2405, -1.5498], [0.9972, -3.7645, -2.0423], [1.1307, -3.9688, 0.3650], [-0.6577, -1.3273, 1.1321], [-0.3137, 3.1196, -0.2363], [-1.9357, 4.3900, -2.3376], [-4.1680, -2.7763, -5.1904], [0.7392, -3.5089, -3.4350], [4.2842, 1.1577, 1.0750], [1.1756, -2.4336, 3.1253], [-4.9720, -2.4670, -4.0894], [4.9487, 0.7949, -0.1132], [0.5512, -5.0836, 1.1203], [7.0124, 0.5595, 1.1298], [6.3137, 0.5167, -0.0836], [-0.4691, -0.1821, 4.0055], [4.9853, 1.2216, 2.2882], [-1.7791, 1.3429, -2.2223], [-3.1452, -2.8491, 1.7056], [6.3433, 0.8972, 2.3102], [1.8244, 0.4325, 2.3743], [2.3277, -4.2898, -1.7725], [2.2375, 3.2907, -1.7579], [-2.4264, -1.3334, -4.3239], [-4.5135, -1.5898, -3.1050], [2.4847, -4.3656, -0.2734], [1.2236, 5.6800, -0.1010], [-3.3158, -0.5338, -0.3040], [-3.2006, -1.0825, -3.1802], [-3.2390, 3.0153, -0.0158], [2.1953, 3.1679, 1.2954], [-2.9046, -2.1807, -5.3225], [-3.1807, -0.0808, 2.5775], [3.0633, -3.6158, -2.2334], [4.3877, 0.7371, -1.0476], [-0.7415, 1.1733, -2.5600], [2.0578, 2.2430, -2.0365], [-3.1938, 2.2985, 0.8116], [-4.0794, -1.3136, -0.4962], [2.3845, -5.2890, -2.2238], [-0.5253, -4.9042, 1.2160], [-1.2209, 4.3493, -3.1707], [1.0057, -4.4132, -3.9964], [2.7278, -5.3764, 0.0680], [-2.2860, -2.3845, -6.1985], [-3.3069, 4.0179, 0.4327], [-4.5266, -3.4639, -5.9574], [3.2161, -3.6434, 0.1111], [1.6071, 1.2071, 3.1424], [-3.2036, -3.5155, 0.8376], [1.5037, -2.2044, 4.1517], [4.4677, 1.5137, 3.2063], [-2.9529, 4.4001, -2.7540], [0.7246, -6.0133, 0.5506], [0.5767, 6.1400, -0.8620], [-4.2372, 0.0585, 2.3027], [2.0487, -2.7519, 2.5428], [6.8842, 0.9126, 3.2569], [-0.8999, 0.8163, 3.8553], [-1.2291, -0.8631, 4.4077], [-0.3302, -3.3111, -3.5327], [1.0434, -5.1163, 2.1046], [6.8320, 0.2636, -1.0069], [-2.5515, -3.3311, 2.4936], [-5.1614, -1.3047, -2.2749], [-2.3679, 1.6591, -3.1106], [-3.1606, -0.5669, 3.5607], [3.3154, 3.4210, -1.5868], [2.7001, -0.1420, 2.7331], [-5.9670, -2.9111, -3.9948], [0.3259, -0.0752, 4.7604], [0.8580, 6.0001, 0.8857], [-4.1618, -2.6720, 2.0891], [8.0811, 0.3328, 1.1497], [0.4441, -3.2501, 3.1751], [-1.7751, 5.3407, -1.8100], [-1.4451, -0.8611, -4.4265], [3.1745, 3.6724, 1.3732], [-3.8838, 0.3806, -0.0541], [1.3359, -2.6463, -3.7670], [-2.7348, 0.9124, 2.6641], [1.6309, 3.2876, 2.2355], [2.2400, 6.0783, -0.2360], [1.9666, 3.9150, -2.6236], [-4.1588, 2.8419, -0.5974]]
}

8.
{
  "formula": "CH4O2PS",
  "method": "ωB97M-V/def2-TZVPD",
  "homo_lumo_gap_ev": [6.8, 5.7],
  "total_charge": -1,
  "de_lowest_kj_mol": 422.6,
  "elements": ["S", "P", "O", "O", "C", "H", "H", "H", "H"],
  "coordinates": [[1.3931, 2.8301, 1.1465], [-0.2359, 1.6634, 1.2599], [-1.4443, 2.2142, 0.1583], [-0.8518, 1.8005, 2.6003], [0.5380, -2.5488, -1.1677], [0.0572, -1.7754, -1.8234], [-1.5227, 1.4464, -0.3792], [1.2663, -2.0943, -0.4225], [0.8000, -3.5362, -1.3722]]
}